(1)
Here is a 2-piece molecular cluster, C2H4FPSi overall in a non-equilibrium geometry from the OMol25 dataset. Energies are from ωB97M-V/def2-TZVPD.

Summary:
Energy relative to the best compared isomer or geometry (same formula, charge and spin) in kcal/mol: 73.1
Frontier orbital gap (spin up / spin down) in eV: 6.35 / 6.35
2S+1: 1
HOMO energy (spin up / spin down) in eV: -7.66 / -7.67
E in eV: -22017.6501
Total charge: 0

Each line ends with the natural charge from an NBO analysis.
Element x y z (Å)
C1 -1.467 -1.534 0.066  -0.532
C2 -0.518 -0.697 -0.231  -0.452
F1 -2.233 1.066 0.773  -0.611
Si1 1.966 0.819 -0.168  0.892
P1 -2.132 0.114 -0.597  0.902
H1 -1.903 -2.426 0.541  0.247
H2 2.891 -0.096 -0.787  -0.152
H3 2.452 1.276 1.191  -0.144
H4 0.945 1.478 -0.787  -0.150

Atoms 1-3, force components in eV/Å:
-1.10 0.73 0.02
1.38 1.08 0.08
-0.20 -0.40 -0.57


(2)
Here is a 2-piece molecular cluster, C4H11NO overall in a non-equilibrium geometry from the OMol25 dataset. Energies are from ωB97M-V/def2-TZVPD.

Summary:
Energy relative to the best compared isomer or geometry (same formula, charge and spin) in kcal/mol: 35.9
Frontier orbital gap in eV: 8.85
2S+1: 1
SMILES: CC(C)=CN.O
HOMO energy in eV: -8.03
E in eV: -7862.9959
Total charge: 0

Each line ends with the natural charge from an NBO analysis.
Element x y z (Å)
C1 -1.268 0.959 -0.626  -0.658
C2 -0.966 -0.014 0.413  -0.065
C3 -2.012 -0.200 1.506  -0.626
C4 -0.013 -0.972 0.311  -0.021
N1 0.947 -1.037 -0.715  -0.840
H1 -2.230 0.867 -1.136  0.216
H2 -1.368 2.018 -0.244  0.218
H3 -0.671 0.949 -1.520  0.220
H4 -2.945 -0.515 1.015  0.208
H5 -1.663 -0.786 2.369  0.217
H6 -2.371 0.758 1.873  0.205
H7 0.004 -1.724 1.143  0.180
H8 1.604 -1.719 -0.494  0.368
H9 0.551 -1.092 -1.624  0.378
O1 4.277 0.841 -1.144  -0.926
H10 4.454 1.407 -0.392  0.460
H11 3.670 0.259 -0.733  0.464

Atoms 1-3, force components in eV/Å:
-0.98 2.36 -0.86
0.08 -2.43 0.84
-0.16 0.94 -0.66


(3)
Here is a 8-piece molecular cluster, C20H30O32S7 overall in a non-equilibrium geometry from the OMol25 dataset. Energies are from ωB97M-V/def2-TZVPD.

Summary:
Energy relative to the best compared isomer or geometry (same formula, charge and spin) in kcal/mol: 160.3
Frontier orbital gap in eV: 3.46
2S+1: 1
HOMO energy in eV: -0.47
E in eV: -162580.9722
Total charge: -2

Each line ends with the Mulliken charge.
Element x y z (Å)
C1 -0.192 1.145 0.565  -0.456
C2 0.327 2.174 -0.163  0.407
C3 0.427 2.238 -1.680  0.267
O1 0.632 3.315 -2.328  -0.747
C4 -0.073 1.142 -2.374  -0.748
C5 -0.641 -0.028 -1.679  0.327
C6 -0.705 -0.064 -0.087  0.613
O2 -1.239 -0.918 0.653  -0.818
O3 -1.099 -1.018 -2.347  -0.787
O4 0.854 3.117 0.602  -0.805
H1 -0.246 1.047 1.639  0.375
H2 -0.140 1.144 -3.452  0.391
C7 -1.822 -6.562 -0.765  -0.355
C8 -1.689 -7.289 0.667  -0.195
O5 -2.787 -8.108 0.645  -0.361
S1 -3.067 -8.674 -0.976  1.070
O6 -4.431 -8.354 -1.386  -0.524
O7 -2.542 -10.024 -1.163  -0.526
O8 -2.062 -7.604 -1.631  -0.244
H3 -0.931 -6.038 -1.112  0.319
H4 -2.651 -5.854 -0.739  0.298
H5 -1.942 -6.694 1.545  0.273
H6 -0.756 -7.846 0.751  0.243
C9 -3.011 0.966 6.267  -0.243
C10 -4.296 0.434 5.665  -0.226
O9 -5.246 0.627 6.701  -0.318
S2 -4.658 1.073 8.159  1.096
O10 -5.010 0.153 9.259  -0.532
O11 -4.900 2.521 8.456  -0.540
O12 -3.143 0.784 7.628  -0.318
H7 -2.690 2.001 6.148  0.285
H8 -2.222 0.281 5.956  0.235
H9 -4.190 -0.643 5.533  0.260
H10 -4.574 0.910 4.724  0.299
C11 -5.009 5.238 3.487  -0.239
C12 -5.872 6.273 2.775  -0.179
O13 -5.246 6.489 1.521  -0.371
S3 -3.856 5.595 1.201  1.068
O14 -2.690 6.463 1.112  -0.501
O15 -3.982 4.558 0.238  -0.467
O16 -3.882 4.908 2.703  -0.300
H11 -5.695 4.412 3.673  0.234
H12 -4.709 5.636 4.456  0.272
H13 -5.812 7.231 3.293  0.212
H14 -6.913 5.969 2.659  0.259
C13 2.685 -4.017 3.059  -0.298
C14 3.189 -4.622 1.720  -0.199
O17 4.572 -4.766 1.952  -0.347
S4 5.247 -4.340 3.354  1.116
O18 5.701 -2.976 3.377  -0.488
O19 6.135 -5.340 3.908  -0.534
O20 3.734 -4.428 4.020  -0.380
H15 1.710 -4.463 3.255  0.286
H16 2.691 -2.927 3.090  0.302
H17 2.945 -3.909 0.932  0.293
H18 2.645 -5.510 1.401  0.247
C15 6.149 2.165 4.656  -0.385
C16 4.729 1.848 5.124  -0.269
O21 4.415 2.983 5.933  -0.313
S5 5.222 4.345 5.502  1.079
O22 6.068 4.638 6.631  -0.536
O23 4.586 5.379 4.719  -0.480
O24 6.194 3.537 4.451  -0.343
H19 6.542 1.526 3.864  0.335
H20 6.846 1.981 5.474  0.296
H21 4.543 0.876 5.580  0.310
H22 4.127 1.954 4.221  0.305
C17 0.794 -3.287 -7.923  -0.298
C18 -0.120 -4.346 -7.154  -0.246
O25 0.321 -5.670 -7.422  -0.267
S6 1.504 -5.637 -8.535  1.113
O26 0.957 -5.742 -9.863  -0.538
O27 2.597 -6.588 -8.187  -0.550
O28 1.916 -4.111 -8.087  -0.323
H23 1.119 -2.451 -7.304  0.285
H24 0.535 -2.758 -8.840  0.245
H25 -1.154 -4.155 -7.441  0.269
H26 0.027 -4.185 -6.086  0.310
C19 1.214 4.624 -8.191  -0.296
C20 0.227 5.730 -7.756  -0.285
O29 0.980 6.920 -7.979  -0.331
S7 2.596 6.661 -7.629  1.074
O30 2.861 6.913 -6.230  -0.499
O31 3.428 7.353 -8.594  -0.537
O32 2.525 5.013 -7.877  -0.296
H27 1.153 4.453 -9.266  0.270
H28 0.980 3.679 -7.702  0.318
H29 -0.023 5.670 -6.697  0.303
H30 -0.735 5.851 -8.255  0.278

Atoms 1-3, force components in eV/Å:
-1.66 -4.06 -2.19
3.17 3.83 3.82
-1.75 1.87 -1.83


(4)
Here is a 2-piece molecular cluster, C12H19F7NO3 overall in a non-equilibrium geometry from the OMol25 dataset. Energies are from ωB97M-V/def2-TZVPD.

Summary:
Energy relative to the best compared isomer or geometry (same formula, charge and spin) in kcal/mol: 7.5
Frontier orbital gap in eV: 12.12
2S+1: 1
HOMO energy in eV: -14.49
E in eV: -39401.3659
Total charge: +1

Each line ends with the natural charge from an NBO analysis.
Element x y z (Å)
O1 -1.300 1.774 -0.469  -0.504
C1 -1.490 2.861 -0.146  1.004
O2 -0.519 3.799 0.110  -0.519
C2 0.052 4.355 -1.008  1.162
F1 -0.619 5.370 -1.469  -0.287
F2 0.267 3.494 -1.976  -0.303
F3 1.226 4.813 -0.624  -0.301
O3 -2.773 3.326 0.100  -0.513
C3 -3.554 3.344 -1.037  0.837
F4 -2.853 3.743 -2.099  -0.314
F5 -4.027 2.134 -1.334  -0.308
C4 -4.748 4.301 -0.789  0.513
F6 -4.230 5.461 -0.351  -0.318
F7 -5.562 3.798 0.120  -0.299
H1 -5.268 4.526 -1.728  0.155
C5 1.781 0.573 0.896  -0.619
C6 1.418 -0.079 -0.442  -0.446
C7 0.690 -1.414 -0.381  -0.206
N1 1.491 -2.635 0.031  -0.209
C8 2.641 -2.854 -0.899  -0.403
C9 1.955 -2.627 1.473  -0.218
C10 0.719 -2.994 2.262  -0.423
C11 0.122 -4.126 1.435  -0.432
C12 0.549 -3.852 -0.012  -0.209
H2 2.764 0.254 1.247  0.203
H3 1.837 1.655 0.781  0.240
H4 1.039 0.358 1.667  0.207
H5 2.300 -0.129 -1.083  0.214
H6 0.733 0.605 -0.946  0.265
H7 0.325 -1.642 -1.384  0.227
H8 -0.178 -1.351 0.274  0.227
H9 3.333 -2.021 -0.806  0.233
H10 2.255 -2.930 -1.913  0.233
H11 3.143 -3.777 -0.619  0.230
H12 2.718 -3.402 1.570  0.222
H13 2.394 -1.672 1.735  0.247
H14 0.030 -2.150 2.325  0.218
H15 0.954 -3.299 3.280  0.255
H16 -0.961 -4.184 1.538  0.245
H17 0.524 -5.086 1.757  0.232
H18 -0.287 -3.626 -0.669  0.234
H19 1.107 -4.693 -0.418  0.229

Atoms 1-3, force components in eV/Å:
1.10 -2.99 -0.82
-1.46 2.30 0.99
-0.94 -0.45 -0.08


(5)
Here is C12H18KO9 as an isolated structure from the OMol25 dataset. Energies are from ωB97M-V/def2-TZVPD.

Summary:
Energy relative to the best compared isomer or geometry (same formula, charge and spin) in kcal/mol: 0.0
Frontier orbital gap in eV: 11.74
2S+1: 1
HOMO energy in eV: -13.89
E in eV: -47486.2474
Total charge: +1

Each line ends with the natural charge from an NBO analysis.
Element x y z (Å)
K1 2.284 24.730 3.837  0.987
C1 5.041 31.151 2.755  -0.629
C2 4.464 30.085 1.854  0.066
C3 5.474 29.055 1.298  -0.094
O1 4.865 27.795 1.572  -0.469
C4 3.809 27.966 2.367  1.001
O2 3.161 27.064 2.817  -0.669
O3 3.559 29.259 2.599  -0.475
H1 5.753 31.805 2.258  0.233
H2 5.571 30.683 3.592  0.209
H3 4.219 31.730 3.174  0.238
H4 3.930 30.553 1.023  0.195
H5 6.437 29.127 1.806  0.188
H6 5.630 29.166 0.229  0.210
C5 8.299 28.011 4.618  -0.632
C6 7.901 26.626 5.072  0.064
C7 7.359 26.533 6.516  -0.095
O4 6.046 25.969 6.354  -0.475
C8 5.833 25.659 5.073  0.998
O5 4.871 25.073 4.668  -0.662
O6 6.816 26.103 4.283  -0.478
H7 8.840 27.952 3.672  0.231
H8 8.998 28.441 5.337  0.232
H9 7.450 28.684 4.504  0.214
H10 8.750 25.954 4.946  0.198
H11 7.264 27.503 6.995  0.202
H12 7.942 25.843 7.119  0.207
C9 -1.180 19.310 6.072  -0.635
C10 -0.124 19.779 5.130  0.066
C11 -0.363 19.435 3.652  -0.096
O7 0.048 20.621 2.958  -0.471
C12 0.068 21.640 3.820  0.991
O8 0.211 22.788 3.502  -0.661
O9 -0.107 21.231 5.090  -0.486
H13 -0.956 19.633 7.088  0.236
H14 -1.245 18.220 6.101  0.234
H15 -2.166 19.676 5.787  0.226
H16 0.869 19.463 5.452  0.191
H17 -1.424 19.285 3.447  0.195
H18 0.211 18.575 3.324  0.215

Atoms 1-3, force components in eV/Å:
0.07 0.07 -0.08
-0.06 -0.39 0.54
0.66 0.15 -0.52